Entry from the OMol25 dataset: an isolated molecule of C4H6N2O (ωB97M-V/def2-TZVPD).

As for the structure (SMILES): O=C/N=C/N1CC1. The largest force on an atom comes out at 5.293 eV/Å. The gap between HOMO and LUMO comes out at 9.8568 eV. As for the energy above the lowest of the compared OMol25 structures with the same formula, charge and spin: 432.29 kJ/mol.

```
! RIJCOSX wB97M-V def2-TZVPD def2/J DEFGRID3
* xyz 0 1
O -0.306 -2.476 -0.437
C -0.180 -2.223 0.721
N -0.258 -0.849 1.075
C 0.048 -0.066 0.211
N -0.113 1.291 0.246
C -0.321 2.100 -0.925
C 1.074 2.058 -0.464
H -0.456 -2.703 1.578
H 0.275 -0.356 -0.788
H -0.994 2.871 -0.693
H -0.532 1.518 -1.883
H 1.600 1.180 -1.082
H 1.426 2.984 -0.145
*
```

Population analysis type Mulliken, resulting atomic charges in e: atom 1 (O): -0.456, atom 2 (C): 0.147, atom 3 (N): -0.428, atom 4 (C): -0.060, atom 5 (N): -0.380, atom 6 (C): -0.250, atom 7 (C): -0.379, atom 8 (H): 0.419, atom 9 (H): 0.384, atom 10 (H): 0.261, atom 11 (H): 0.218, atom 12 (H): 0.215, atom 13 (H): 0.308

=====

Entry from the OMol25 dataset: C10H6BeCl24O8Rb as an isolated structure (ωB97M-V/def2-TZVPD).

The largest force on an atom comes out at 6.390 eV/Å. The gap between HOMO and LUMO comes out at 0.9264 eV.

```
! RIJCOSX wB97M-V def2-TZVPD def2/J DEFGRID3
* xyz -1 1
Be -2.649 -2.189 4.761
Rb 0.811 2.764 3.154
O 0.299 4.938 -1.029
C 0.166 3.788 -0.036
O 1.123 2.833 -0.217
O -0.607 3.839 0.861
H 1.161 4.632 -1.158
O 0.527 -1.247 3.685
C -5.949 2.006 7.577
O -6.371 3.018 8.013
O -5.649 0.837 7.306
H 1.446 -1.351 3.878
O -0.367 0.613 4.972
C 0.282 -0.514 5.059
C -4.331 -2.328 4.940
O -1.587 -2.930 5.471
H -0.283 -1.357 5.568
H 1.183 -0.358 5.562
H 9.274 -7.626 -2.958
H 6.459 -6.114 -8.587
C 2.519 -5.354 0.503
Cl 1.664 -3.902 0.005
Cl 2.144 -5.713 2.221
Cl 2.027 -6.583 -0.576
Cl 4.291 -5.142 0.362
C -0.613 3.064 -5.558
Cl 0.039 4.530 -6.302
Cl -2.224 2.514 -6.024
Cl 0.549 1.752 -6.017
Cl -0.730 3.257 -3.805
C -2.584 -1.350 1.231
Cl -2.589 -0.580 -0.301
Cl -1.974 -3.051 0.992
Cl -1.437 -0.518 2.331
Cl -4.177 -1.379 2.193
C 6.168 0.108 -3.295
Cl 5.052 -0.315 -4.592
Cl 7.000 1.592 -3.922
Cl 5.448 0.710 -1.794
Cl 7.394 -1.215 -3.223
C -3.600 5.838 -0.550
Cl -3.301 7.596 -0.855
Cl -2.892 4.816 -1.868
Cl -2.836 5.435 0.942
Cl -5.346 5.690 -0.457
C -0.973 -2.986 -3.671
Cl -2.092 -3.954 -2.713
Cl -1.815 -1.665 -4.421
Cl 0.318 -2.277 -2.696
Cl -0.365 -4.170 -4.967
*
```

Population analysis type Mulliken, resulting atomic charges in e: atom 1 (Be): -0.120, atom 2 (Rb): 0.836, atom 3 (O): -0.445, atom 4 (C): 0.612, atom 5 (O): -0.768, atom 6 (O): -0.519, atom 7 (H): 0.262, atom 8 (O): -0.338, atom 9 (C): 0.805, atom 10 (O): -0.371, atom 11 (O): -0.438, atom 12 (H): 0.188, atom 13 (O): -0.728, atom 14 (C): -0.289, atom 15 (C): 0.272, atom 16 (O): -0.303, atom 17 (H): 0.069, atom 18 (H): 0.420, atom 19 (H): -0.051, atom 20 (H): -0.054, atom 21 (C): 0.303, atom 22 (Cl): 0.029, atom 23 (Cl): -0.102, atom 24 (Cl): -0.097, atom 25 (Cl): -0.131, atom 26 (C): 0.266, atom 27 (Cl): -0.103, atom 28 (Cl): -0.109, atom 29 (Cl): -0.112, atom 30 (Cl): 0.050, atom 31 (C): 0.139, atom 32 (Cl): -0.013, atom 33 (Cl): -0.075, atom 34 (Cl): 0.130, atom 35 (Cl): -0.148, atom 36 (C): 0.337, atom 37 (Cl): -0.070, atom 38 (Cl): -0.137, atom 39 (Cl): -0.025, atom 40 (Cl): -0.108, atom 41 (C): 0.233, atom 42 (Cl): -0.149, atom 43 (Cl): -0.008, atom 44 (Cl): -0.006, atom 45 (Cl): -0.119, atom 46 (C): 0.265, atom 47 (Cl): -0.080, atom 48 (Cl): -0.055, atom 49 (Cl): -0.002, atom 50 (Cl): -0.143

=====

Entry from the OMol25 dataset: an isolated molecule of C4H2ClF2N (ωB97M-V/def2-TZVPD).

As for the structure (SMILES): N#C[C@H]1[C@@H](Cl)C1(F)F. The largest force on an atom comes out at 6.520 eV/Å. The gap between HOMO and LUMO comes out at 11.4825 eV. As for the energy above the lowest of the compared OMol25 structures with the same formula, charge and spin: 87.61 kJ/mol.

```
! RIJCOSX wB97M-V def2-TZVPD def2/J DEFGRID3
* xyz 0 1
N 1.003 -0.869 2.354
C 0.665 -0.726 1.224
C 0.314 -0.629 -0.125
C -0.975 0.222 -0.355
Cl -1.781 0.680 1.090
C 0.364 0.712 -0.727
F 0.846 0.887 -1.947
F 0.755 1.646 0.255
H 0.532 -1.500 -0.662
H -1.721 -0.422 -1.107
*
```

Population analysis type Mulliken, resulting atomic charges in e: atom 1 (N): -0.436, atom 2 (C): 0.225, atom 3 (C): -0.515, atom 4 (C): -0.263, atom 5 (Cl): -0.118, atom 6 (C): 0.831, atom 7 (F): -0.254, atom 8 (F): -0.237, atom 9 (H): 0.458, atom 10 (H): 0.310

=====

Entry from the OMol25 dataset: a 2-piece molecular cluster, C5H11NO overall (ωB97M-V/def2-TZVPD).

The largest force on an atom comes out at 2.159 eV/Å. The gap between HOMO and LUMO comes out at 9.0417 eV. As for the energy above the lowest of the compared OMol25 structures with the same formula, charge and spin: 402.53 kJ/mol.

```
! RIJCOSX wB97M-V def2-TZVPD def2/J DEFGRID3
* xyz 0 1
C 1.753 -0.578 -0.178
C 0.283 -0.827 0.041
C -0.037 0.399 1.891
N -0.639 -0.210 -0.784
C -0.571 1.215 -0.675
C -1.893 -0.802 -0.923
O -2.130 -1.968 -0.718
H 1.985 0.488 -0.137
H 2.307 -1.079 0.620
H 2.118 -0.976 -1.137
H 0.010 -1.879 0.195
H -0.905 -0.145 2.253
H 0.894 0.020 2.280
H -0.135 1.439 2.302
H 0.324 1.623 -1.153
H -1.466 1.678 -1.108
H -0.376 1.208 0.516
H -2.656 -0.082 -1.271
*
```

Population analysis type Mulliken, resulting atomic charges in e: atom 1 (C): -1.229, atom 2 (C): -0.319, atom 3 (C): -1.098, atom 4 (N): 0.124, atom 5 (C): -0.782, atom 6 (C): 0.209, atom 7 (O): -0.512, atom 8 (H): 0.330, atom 9 (H): 0.370, atom 10 (H): 0.351, atom 11 (H): 0.394, atom 12 (H): 0.281, atom 13 (H): 0.318, atom 14 (H): 0.374, atom 15 (H): 0.222, atom 16 (H): 0.360, atom 17 (H): 0.347, atom 18 (H): 0.262

=====

Entry from the OMol25 dataset: an isolated molecule of C5H10O (ωB97M-V/def2-TZVPD).

As for the structure (SMILES): CC(=O)C(C)C. The largest force on an atom comes out at 0.462 eV/Å. The gap between HOMO and LUMO comes out at 10.5025 eV. As for the energy above the lowest of the compared OMol25 structures with the same formula, charge and spin: 0.13 kJ/mol.

```
! RIJCOSX wB97M-V def2-TZVPD def2/J DEFGRID3
* xyz 0 1
C 2.106 -0.288 -0.101
C 0.864 0.492 -0.481
O 0.951 1.616 -0.930
C -0.489 -0.185 -0.266
C -1.623 0.717 -0.741
C -0.672 -0.595 1.203
H 2.241 -0.260 0.986
H 2.034 -1.338 -0.400
H 2.977 0.176 -0.566
H -0.472 -1.107 -0.867
H -1.482 1.012 -1.785
H -1.651 1.635 -0.146
H -2.590 0.212 -0.645
H -0.617 0.283 1.856
H 0.080 -1.319 1.534
H -1.657 -1.051 1.348
*
```

Population analysis type Mulliken, resulting atomic charges in e: atom 1 (C): -1.256, atom 2 (C): 0.586, atom 3 (O): -0.567, atom 4 (C): 0.703, atom 5 (C): -1.440, atom 6 (C): -1.430, atom 7 (H): 0.299, atom 8 (H): 0.348, atom 9 (H): 0.351, atom 10 (H): 0.244, atom 11 (H): 0.339, atom 12 (H): 0.304, atom 13 (H): 0.422, atom 14 (H): 0.341, atom 15 (H): 0.358, atom 16 (H): 0.398

=====

Entry from the OMol25 dataset: an isolated molecule of C5H7ClS (ωB97M-V/def2-TZVPD).

As for the structure (SMILES): C=C[C@@H](S)/C=C\Cl. The largest force on an atom comes out at 1.586 eV/Å. The gap between HOMO and LUMO comes out at 9.7679 eV. As for the energy above the lowest of the compared OMol25 structures with the same formula, charge and spin: 108.15 kJ/mol.

```
! RIJCOSX wB97M-V def2-TZVPD def2/J DEFGRID3
* xyz 0 1
C 0.012 2.332 -0.357
C -1.016 1.497 -0.244
C -1.087 0.230 0.555
S -1.728 -1.137 -0.446
C 0.144 -0.047 1.326
C 1.399 -0.287 0.964
Cl 1.976 -0.559 -0.633
H 1.040 2.255 0.001
H -0.139 3.242 -0.982
H -1.967 1.762 -0.714
H -1.878 0.473 1.297
H -1.856 -2.007 0.634
H 0.047 0.116 2.381
H 2.101 -0.482 1.821
*
```

Population analysis type Mulliken, resulting atomic charges in e: atom 1 (C): -0.743, atom 2 (C): -0.388, atom 3 (C): 0.247, atom 4 (S): -0.209, atom 5 (C): -0.287, atom 6 (C): -0.361, atom 7 (Cl): -0.125, atom 8 (H): 0.276, atom 9 (H): 0.219, atom 10 (H): 0.316, atom 11 (H): 0.309, atom 12 (H): 0.143, atom 13 (H): 0.283, atom 14 (H): 0.321